Here is the molecule C16H12FNO2 from the Open Molecules 2025 dataset. Energies are from ωB97M-V with the def2-TZVPD basis set.

Each atom is followed by the atoms it is bonded to, with distances in Å.
Geometry (Å):
1 F -3.6739 0.0065 -3.0024  C15 1.417
2 O -0.2696 -1.6992 -1.0533  C8 1.221
3 O 2.1338 2.7916 0.6247  C13 1.217
4 N 2.8802 -3.5915 2.5153  C11 1.449, H26 1.026, H31 1.021
5 C -1.8275 0.9127 -1.6214  C15 1.583, C17 1.461, C19 1.462
6 C 1.5311 -2.0721 1.0516  C11 1.475, C20 1.462, H29 1.112
7 C 3.3410 -1.0480 2.4599  C11 1.467, C14 1.468, H28 1.113
8 C 0.0420 -0.6443 -0.5234  O2 1.221, C17 1.539, C20 1.567
9 C -1.6839 3.4116 -1.5338  C18 1.468, C19 1.464, H24 1.115
10 C -3.2761 -0.9749 -0.7635  C15 1.593, H22 1.131, H23 1.117, H25 1.119
11 C 2.6132 -2.2503 2.0377  N4 1.449, C6 1.475, C7 1.467
12 C 0.1254 1.9447 -0.4170  C13 1.562, C17 1.493, C18 1.460
13 C 1.4367 1.8151 0.4219  O3 1.217, C12 1.562, C16 1.539
14 C 2.9834 0.2834 1.9557  C7 1.468, C16 1.468, H27 1.112
15 C -2.6514 -0.3546 -2.0908  F1 1.417, C5 1.583, C10 1.593, H21 1.124
16 C 1.8929 0.4593 0.9895  C13 1.539, C14 1.468, C20 1.466
17 C -0.5871 0.7155 -0.8753  C5 1.461, C8 1.539, C12 1.493
18 C -0.4545 3.2426 -0.7487  C9 1.468, C12 1.460, H32 1.113
19 C -2.3959 2.2116 -1.9778  C5 1.462, C9 1.464, H30 1.111
20 C 1.1897 -0.7460 0.5394  C6 1.462, C8 1.567, C16 1.466
21 H -1.9703 -1.0824 -2.6101  C15 1.124
22 H -3.5335 -0.0824 -0.1184  C10 1.131
23 H -4.2131 -1.5507 -0.9604  C10 1.117
24 H -2.0342 4.4507 -1.7353  C9 1.115
25 H -2.5232 -1.5588 -0.1768  C10 1.119
26 H 1.9677 -4.0604 2.5297  N4 1.026
27 H 3.5364 1.1915 2.2802  C14 1.112
28 H 4.1786 -1.1858 3.1794  C7 1.113
29 H 0.9860 -2.9753 0.6987  C6 1.112
30 H -3.3289 2.3546 -2.5641  C19 1.111
31 H 3.5181 -4.0722 1.8787  N4 1.021
32 H 0.0667 4.1577 -0.3898  C18 1.113

The energy above the lowest of the compared OMol25 structures with the same formula, charge and spin comes out at 0.0 kcal/mol. The HOMO energy comes out at -9.26 eV. As for the spin multiplicity: 1. Its charge is 0. The largest force on an atom is 3.12 eV/A. The value obtained for the molar mass is 269.3 u. The calculation puts the LUMO energy at -1.13 eV. As for the HOMO-LUMO gap: 8.12 eV. The SMILES is C[C@@H](F)c1cccc2c1C(=O)c1cc(N)ccc1C2=O.

natural (NBO) charges, unit e, in atom order:
1. F -0.373
2. O -0.542
3. O -0.533
4. N -0.836
5. C 0.101
6. C -0.207
7. C -0.222
8. C 0.556
9. C -0.175
10. C -0.652
11. C 0.167
12. C -0.105
13. C 0.608
14. C -0.160
15. C 0.169
16. C -0.151
17. C -0.183
18. C -0.194
19. C -0.240
20. C -0.104
21. H 0.207
22. H 0.209
23. H 0.232
24. H 0.231
25. H 0.235
26. H 0.373
27. H 0.244
28. H 0.234
29. H 0.236
30. H 0.251
31. H 0.381
32. H 0.240